Record 1
Density functional theory data (ωB97M-V/def2-TZVPD) for a molecular structure, C30H50DyN3O2P2.

Atoms and positions in Å:
Dy 0.845 -0.647 0.012
C -2.780 -4.780 0.750
C -1.629 -4.015 0.094
C -1.736 -4.055 -1.431
P -1.340 -2.292 0.647
C -1.444 -2.284 2.502
C -0.310 -1.415 3.039
C -2.776 -1.854 3.107
C -2.613 -1.183 0.045
C -3.966 -1.512 0.228
C -4.994 -0.618 0.024
C -6.439 -1.004 0.194
C -4.617 0.683 -0.316
C -3.300 1.031 -0.529
C -2.259 0.096 -0.424
N -0.911 0.446 -0.732
C -0.718 1.637 -1.506
C -1.471 1.873 -2.658
C -1.372 3.067 -3.346
C -0.504 4.080 -2.933
C -0.410 5.396 -3.660
C 0.305 3.809 -1.841
C 0.232 2.599 -1.137
P 1.463 2.090 0.074
C 1.306 3.057 1.619
C 1.728 4.523 1.566
C -0.149 2.921 2.088
C 3.101 2.307 -0.745
C 3.512 3.666 -1.316
C 3.176 1.265 -1.871
H -2.657 -5.842 0.530
H -3.748 -4.487 0.349
H -2.807 -4.677 1.835
H -0.696 -4.505 0.397
H -2.679 -3.618 -1.762
H -1.705 -5.088 -1.782
H -0.935 -3.501 -1.929
H -1.251 -3.322 2.791
H -0.429 -0.367 2.718
H 0.673 -1.773 2.727
H -0.317 -1.383 4.131
H -3.040 -0.835 2.818
H -2.699 -1.891 4.196
H -3.601 -2.501 2.814
H -4.220 -2.505 0.575
H -6.535 -1.995 0.637
H -6.956 -1.020 -0.767
H -6.966 -0.296 0.835
H -5.379 1.448 -0.422
H -3.076 2.053 -0.799
H -2.171 1.117 -2.991
H -1.990 3.219 -4.224
H -1.291 5.574 -4.275
H 0.459 5.424 -4.320
H -0.318 6.227 -2.961
H 1.014 4.566 -1.527
H 1.950 2.528 2.331
H 1.178 5.071 0.798
H 2.795 4.647 1.390
H 1.500 4.997 2.523
H -0.806 3.533 1.467
H -0.247 3.261 3.119
H -0.528 1.897 2.038
H 3.811 2.039 0.047
H 2.914 3.919 -2.191
H 4.551 3.607 -1.649
H 3.441 4.481 -0.600
H 2.487 1.528 -2.676
H 2.921 0.248 -1.543
H 4.178 1.207 -2.301
N 4.786 -0.269 1.353
C 3.683 -0.529 2.068
N 3.753 -0.489 3.402
O 2.592 -0.804 1.501
H 5.676 -0.073 1.778
H 4.723 -0.291 0.350
H 4.604 -0.294 3.901
H 2.929 -0.720 3.930
C 4.161 -3.311 -1.642
C 2.749 -3.328 -1.179
C 2.110 -4.630 -0.825
O 2.112 -2.274 -1.097
H 4.228 -3.896 -2.564
H 4.787 -3.833 -0.912
H 4.519 -2.301 -1.819
H 2.694 -5.479 -1.171
H 1.099 -4.668 -1.230
H 2.038 -4.682 0.266

The calculation puts the HOMO-LUMO gap (spin up / spin down) at 6.66 / 6.74 eV. As for the total charge: +2. The calculation puts the HOMO energy (spin up / spin down) at -12.0 / -12.0 eV. The value obtained for the LUMO energy (spin up / spin down) is -5.311 / -5.258 eV. Its multiplicity is 6. The value obtained for the strongest force on any atom is 0.64 eV Å⁻¹. As for the expectation value of S²: 9.3430.

Record 2
Density functional theory data (ωB97M-V/def2-TZVPD) for a molecular structure, C30H50GdP2S in a non-equilibrium geometry.

Atoms and positions in Å:
Gd -0.134 0.030 -0.075
C -2.022 1.641 0.110
C -2.392 0.715 -0.920
C -2.248 -0.459 1.078
C -1.969 0.924 1.352
C -2.530 -0.585 -0.322
C -1.923 3.113 -0.047
H -1.550 3.358 -1.046
H -1.228 3.530 0.689
H -2.902 3.595 0.083
C -1.775 1.518 2.705
H -1.546 2.589 2.655
H -0.940 1.022 3.221
H -2.664 1.395 3.349
C -2.281 -1.561 2.072
H -3.301 -1.750 2.442
H -1.640 -1.345 2.939
H -1.924 -2.495 1.617
C -3.089 -1.778 -1.009
H -4.193 -1.778 -0.979
H -2.732 -2.701 -0.545
H -2.779 -1.795 -2.061
C -2.850 1.102 -2.286
H -3.849 1.572 -2.285
H -2.877 0.238 -2.951
H -2.150 1.812 -2.734
C 1.543 0.456 -3.069
C 0.505 1.300 -3.232
C -0.129 1.551 -4.568
C -1.017 0.417 -5.195
C -1.101 -0.881 -4.446
C -0.052 -1.701 -4.295
C 1.294 -1.410 -4.896
C 2.153 -0.300 -4.213
H 0.638 1.835 -5.306
H -0.684 0.247 -6.231
H -0.767 2.441 -4.471
H 2.493 0.400 -4.990
H 2.133 0.386 -2.142
H 0.163 1.996 -2.453
H 3.071 -0.777 -3.846
H 1.873 -2.347 -4.867
H -0.145 -2.678 -3.809
H 1.179 -1.156 -5.962
H -2.044 0.810 -5.279
H -2.109 -1.180 -4.136
P 1.805 2.097 0.656
C 1.592 3.044 2.214
H 2.487 3.665 2.375
H 1.474 2.351 3.056
H 0.703 3.681 2.147
C 3.509 1.466 0.904
H 4.147 2.267 1.310
H 3.910 1.131 -0.063
H 3.505 0.613 1.596
C 2.140 3.443 -0.524
H 2.532 3.028 -1.462
H 2.867 4.143 -0.093
H 1.207 3.973 -0.743
P 1.034 -2.704 -0.095
C -0.023 -3.926 -0.957
H 0.604 -4.753 -1.326
H -0.503 -3.424 -1.817
H -0.806 -4.317 -0.288
C 2.528 -2.894 -1.141
H 2.254 -2.863 -2.211
H 3.009 -3.856 -0.898
H 3.225 -2.070 -0.927
C 1.539 -3.652 1.406
H 1.815 -4.674 1.095
H 0.700 -3.679 2.119
H 2.392 -3.153 1.890
S 1.195 -0.520 2.592
C 1.287 -0.151 4.263
C 2.427 0.492 4.816
C 2.421 0.913 6.147
C 1.316 0.648 6.976
C 0.234 -0.080 6.456
C 0.225 -0.508 5.136
H 3.300 0.659 4.187
H 3.279 1.445 6.552
H 1.307 0.993 8.010
H -0.612 -0.321 7.105
H -0.593 -1.114 4.753

The calculation puts the HOMO-LUMO gap (spin up / spin down) at 4.56 / 7.77 eV. As for the total charge: +1. The calculation puts the HOMO energy (spin up / spin down) at -9.6 / -10.0 eV. The value obtained for the LUMO energy (spin up / spin down) is -5.013 / -2.186 eV. Its multiplicity is 8. The value obtained for the strongest force on any atom is 3.39 eV Å⁻¹. As for the expectation value of S²: 16.0929.

Record 3
Density functional theory data (ωB97M-V/def2-TZVPD) for a molecular structure, C30H50N7O3PPt in a non-equilibrium geometry.

Atoms and positions in Å:
Pt 0.743 -1.278 -0.904
N 0.213 -0.793 -2.897
C -0.293 -1.752 -3.925
C 0.758 -2.727 -4.464
C 0.841 -4.086 -3.751
C 0.770 -3.952 -2.244
N 1.743 -2.945 -1.755
H -0.511 -0.091 -2.806
H 1.020 -0.296 -3.271
H -0.670 -1.151 -4.756
H -1.146 -2.280 -3.498
H 1.730 -2.222 -4.460
H 0.542 -2.908 -5.517
H 1.757 -4.595 -4.057
H 0.006 -4.712 -4.074
H 0.927 -4.897 -1.728
H -0.229 -3.615 -1.967
H 2.339 -2.593 -2.495
H 2.357 -3.311 -1.036
O 1.569 0.236 2.369
N 1.456 -0.291 3.512
C 2.344 0.081 4.424
C 3.359 1.042 4.127
N 4.165 1.819 3.857
C 2.290 -0.570 5.690
N 2.262 -1.097 6.714
C 1.351 -3.828 3.963
N 1.929 -3.082 2.854
C 3.193 -2.581 2.948
C 3.758 -1.870 1.961
C 2.985 -1.603 0.775
O 3.435 -1.022 -0.218
N 1.684 -2.101 0.733
C 1.118 -2.809 1.758
O -0.016 -3.267 1.703
H 2.148 -4.349 4.489
H 0.633 -4.542 3.571
H 0.843 -3.154 4.654
H 3.704 -2.793 3.878
H 4.753 -1.464 2.042
C -3.546 2.501 -2.939
C -3.936 1.152 -2.313
C -2.702 0.372 -1.833
C -1.635 1.351 -1.316
C -1.078 2.182 -2.498
C -2.159 2.432 -3.568
P -0.382 0.614 -0.139
C -1.335 0.452 1.433
C -2.032 -0.911 1.555
C -2.937 -0.930 2.782
C -4.092 0.083 2.658
C -3.763 1.199 1.660
C -2.301 1.611 1.789
C 0.846 1.947 0.155
C 1.949 2.008 -0.915
C 3.172 2.737 -0.335
C 2.765 3.839 0.659
C 1.399 4.411 0.294
C 0.301 3.350 0.479
H -3.542 3.281 -2.172
H -4.289 2.803 -3.677
H -4.487 0.545 -3.035
H -4.609 1.323 -1.471
H -2.309 -0.205 -2.676
H -2.983 -0.360 -1.079
H -2.154 2.059 -0.667
H -0.211 1.715 -2.971
H -0.704 3.134 -2.124
H -2.142 1.635 -4.321
H -1.935 3.358 -4.099
H -0.518 0.458 2.155
H -1.284 -1.692 1.628
H -2.632 -1.144 0.669
H -2.327 -0.713 3.663
H -3.334 -1.936 2.925
H -4.297 0.530 3.633
H -5.010 -0.423 2.351
H -4.412 2.060 1.837
H -3.965 0.864 0.638
H -2.118 1.891 2.831
H -2.101 2.514 1.212
H 1.339 1.576 1.053
H 1.590 2.522 -1.813
H 2.249 0.997 -1.203
H 3.754 3.169 -1.153
H 3.811 2.009 0.168
H 3.520 4.626 0.674
H 2.729 3.430 1.672
H 1.417 4.753 -0.747
H 1.166 5.286 0.904
H -0.565 3.618 -0.132
H -0.037 3.363 1.518

The calculation puts the HOMO-LUMO gap at 7.32 eV. Its energy above the lowest of the compared OMol25 structures with the same formula, charge and spin is 125.1 kJ/mol. The calculation puts the HOMO energy at -7.6 eV. The value obtained for the LUMO energy is -0.326 eV. The value obtained for the strongest force on any atom is 1.18 eV Å⁻¹.

Record 4
Density functional theory data (ωB97M-V/def2-TZVPD) for a molecular structure, C30H51BN5O2P2PbSe in a non-equilibrium geometry.

Atoms and positions in Å:
Pb -0.798 -0.806 -0.020
C 4.863 0.383 -2.460
C 3.582 -0.395 -2.154
C 3.586 -0.874 -0.697
C 3.520 -1.637 -3.040
P 1.915 0.517 -2.299
C 2.287 1.988 -1.198
N 1.438 2.099 -0.035
B 0.313 1.345 0.450
N -0.067 2.035 1.663
C -1.166 1.845 2.575
P -2.128 0.288 2.194
C -1.701 -0.808 3.706
C -0.172 -0.807 3.821
C -2.134 -2.236 3.366
C -2.310 -0.404 5.046
C -3.911 0.957 2.281
C -4.325 1.635 3.589
C -4.031 1.975 1.142
C -4.850 -0.203 1.964
C 0.752 3.118 1.861
C 0.763 4.087 2.851
C 1.715 5.094 2.779
C 2.639 5.131 1.746
C 2.637 4.166 0.749
C 1.688 3.157 0.806
C 1.782 1.435 -3.976
C 2.979 2.269 -4.423
C 1.466 0.413 -5.069
C 0.551 2.339 -3.801
H 5.718 -0.164 -2.059
H 4.873 1.377 -2.019
H 5.006 0.491 -3.533
H 4.454 -1.506 -0.515
H 2.692 -1.468 -0.510
H 3.610 -0.052 0.016
H 4.345 -2.306 -2.796
H 3.590 -1.387 -4.096
H 2.590 -2.177 -2.869
H 2.179 2.907 -1.787
H 3.331 1.938 -0.858
H -1.848 2.701 2.488
H -0.788 1.830 3.605
H 0.291 -0.877 2.836
H 0.151 -1.668 4.406
H 0.201 0.088 4.312
H -1.621 -2.591 2.474
H -3.204 -2.301 3.187
H -1.885 -2.904 4.191
H -2.220 0.664 5.228
H -1.793 -0.932 5.849
H -3.361 -0.680 5.090
H -3.553 2.311 3.952
H -4.557 0.915 4.367
H -5.224 2.224 3.401
H -3.541 2.919 1.372
H -5.084 2.183 0.956
H -3.606 1.561 0.230
H -4.746 -1.017 2.677
H -4.634 -0.574 0.966
H -5.884 0.139 1.987
H 0.050 4.071 3.665
H 1.732 5.861 3.541
H 3.373 5.925 1.715
H 3.358 4.220 -0.054
H 3.749 1.641 -4.866
H 3.415 2.827 -3.599
H 2.655 2.980 -5.183
H 2.296 -0.272 -5.224
H 1.273 0.927 -6.012
H 0.585 -0.173 -4.817
H 0.803 3.265 -3.288
H -0.223 1.831 -3.223
H 0.133 2.602 -4.773
N -1.102 -1.084 -2.558
N -2.280 -0.451 -2.974
C -3.231 -0.023 -2.024
O -4.325 0.305 -2.455
O -2.846 0.036 -0.820
H -0.280 -0.715 -3.037
H -1.104 -2.102 -2.651
H -2.674 -0.709 -3.870
Se 0.716 -3.926 -1.716
C 0.157 -5.491 -0.848
C -1.173 -5.902 -0.844
C -1.501 -7.065 -0.178
N -0.630 -7.829 0.471
C 0.635 -7.425 0.464
C 1.077 -6.283 -0.167
H -1.928 -5.321 -1.351
H -2.528 -7.414 -0.152
H 1.331 -8.062 1.004
H 2.117 -5.994 -0.143

The calculation puts the HOMO-LUMO gap at 6.04 eV. As for the total charge: -1. The calculation puts the HOMO energy at -3.7 eV. The value obtained for the LUMO energy is 2.297 eV. The value obtained for the strongest force on any atom is 1.55 eV Å⁻¹.

Record 5
Density functional theory data (ωB97M-V/def2-TZVPD) for 7 unconnected molecules or ions with the total composition C30H51Cl2IN2O19 in a non-equilibrium geometry.

Atoms and positions in Å:
C -5.203 -0.011 1.328
C -3.781 0.418 0.678
Cl -3.729 0.483 -1.136
C -2.669 0.715 1.530
Cl -3.056 0.613 3.330
C -1.241 1.094 0.941
I -0.455 -0.660 -0.163
C -1.300 2.407 0.005
N -1.552 3.357 -0.669
C -0.113 1.421 2.060
O -0.536 2.464 2.990
C 0.183 0.026 2.803
N 0.346 -0.946 3.475
C 1.228 2.032 1.355
C 2.566 1.805 2.209
C 3.615 0.766 1.588
C 3.927 0.959 0.027
C 3.264 -0.780 1.830
H -5.035 -1.074 1.739
H -5.984 -0.121 0.491
H -5.542 0.727 2.128
H -0.229 2.237 3.898
H 1.039 3.172 1.347
H 1.330 1.732 0.260
H 3.109 2.827 2.239
H 2.381 1.546 3.319
H 4.616 0.953 2.142
H 3.151 0.314 -0.543
H 3.784 2.048 -0.316
H 4.946 0.524 -0.248
H 2.260 -1.050 1.321
H 3.080 -0.938 2.953
H 4.040 -1.513 1.429
C 8.264 4.103 0.722
O 9.140 3.478 -0.214
C 8.610 2.412 -0.841
O 7.498 1.973 -0.673
O 9.533 1.922 -1.687
C 9.103 0.780 -2.426
H 8.796 4.947 1.164
H 7.371 4.483 0.220
H 7.992 3.409 1.520
H 8.244 1.028 -3.053
H 8.865 -0.047 -1.753
H 9.926 0.473 -3.073
C -10.637 -4.268 0.004
O -9.879 -3.101 -0.313
C -8.593 -3.345 -0.615
O -8.062 -4.428 -0.637
O -7.998 -2.169 -0.890
C -6.616 -2.277 -1.231
H -11.656 -3.952 0.230
H -10.668 -4.951 -0.849
H -10.226 -4.768 0.884
H -6.487 -2.879 -2.134
H -6.045 -2.699 -0.401
H -6.241 -1.272 -1.431
C 1.653 3.713 9.161
O 0.238 3.849 9.035
C -0.270 3.303 7.919
O 0.357 2.734 7.058
O -1.599 3.501 7.926
C -2.272 2.967 6.789
H 1.952 4.188 10.095
H 1.936 2.659 9.203
H 2.163 4.218 8.337
H -2.143 1.883 6.739
H -1.915 3.442 5.872
H -3.335 3.183 6.897
C -2.741 -8.310 -0.376
O -4.009 -8.436 -1.016
C -4.555 -7.267 -1.392
O -4.069 -6.174 -1.233
O -5.736 -7.528 -1.975
C -6.433 -6.368 -2.428
H -2.397 -9.312 -0.117
H -2.012 -7.858 -1.053
H -2.829 -7.726 0.543
H -5.850 -5.839 -3.187
H -6.668 -5.707 -1.591
H -7.370 -6.695 -2.881
C -9.640 -2.151 -3.263
O -9.153 -2.010 -4.597
C -9.576 -0.900 -5.224
O -10.303 -0.057 -4.758
O -9.049 -0.893 -6.459
C -9.417 0.240 -7.245
H -9.237 -3.078 -2.856
H -9.299 -1.325 -2.639
H -10.730 -2.217 -3.256
H -9.066 1.163 -6.779
H -10.498 0.269 -7.396
H -8.935 0.140 -8.219
C 14.447 2.953 -5.833
O 14.583 3.757 -4.664
C 13.675 3.498 -3.708
O 12.796 2.671 -3.771
O 13.917 4.320 -2.671
C 13.022 4.154 -1.574
H 15.230 3.248 -6.534
H 14.580 1.896 -5.592
H 13.478 3.123 -6.307
H 13.098 3.145 -1.163
H 11.995 4.370 -1.877
H 13.308 4.864 -0.797

The calculation puts the HOMO-LUMO gap at 8.65 eV. As for the SMILES: C/C(Cl)=C(\Cl)[C@@](I)(C#N)[C@@](O)(C#N)CCC(C)C.COC(=O)OC.COC(=O)OC.COC(=O)OC.COC(=O)OC.COC(=O)OC.COC(=O)OC. The calculation puts the HOMO energy at -9.5 eV. The value obtained for the LUMO energy is -0.885 eV. The value obtained for the strongest force on any atom is 4.91 eV Å⁻¹.